(1)
123
Properties=species:S:1:pos:R:3:forces:R:3 method="wB97M-V/def2-TZVPD" molar_mass_g_mol=684.0 largest_force_ha_per_bohr=0.062 smiles=COCCNCCOC.COCCNCCOC.COCCNCCOC.COCCNCCOC.COCCNCCOC.O charge=0 homo_lumo_gap_ev=8.97
C 2.697 6.066 -0.584 -0.9662 -1.6736 0.0106
O 1.968 5.285 0.392 0.1766 0.3883 -0.0084
C 1.748 6.028 1.621 0.6546 -0.7968 -0.9400
C 1.219 5.062 2.669 -0.2853 0.3926 0.3370
N 1.988 3.830 2.770 -1.2153 -1.0407 -0.3334
C 1.260 2.945 3.749 0.0233 0.4117 -0.7493
C 1.901 1.568 3.700 -0.8247 1.1366 0.3183
O 1.665 1.010 2.419 1.1395 -0.5469 0.2975
C 2.482 -0.188 2.250 -2.4943 0.4682 -1.3165
H 2.027 6.849 -0.823 -0.4311 1.1919 -0.8037
H 2.940 5.461 -1.512 -0.3746 0.5735 1.3766
H 3.575 6.474 -0.139 0.9552 0.2451 0.2564
H 1.132 6.945 1.466 0.0593 -0.7246 0.0383
H 2.733 6.356 1.965 0.0858 0.1540 0.0600
H 0.151 4.777 2.566 0.1854 0.6709 -0.2489
H 1.350 5.599 3.618 -0.3661 -0.0872 0.0200
H 1.871 3.358 1.851 0.4176 0.3488 0.7062
H 0.138 2.895 3.561 1.1113 0.0657 0.0590
H 1.422 3.389 4.740 -0.1706 -0.1996 -0.0775
H 1.460 0.944 4.470 -0.0796 -0.3639 0.2540
H 2.933 1.797 3.999 0.3269 -0.7161 -0.6745
H 2.190 -0.630 1.260 0.6237 0.5772 0.7479
H 2.170 -0.908 2.980 0.0625 -0.5091 0.7193
H 3.495 0.091 2.361 1.2712 0.0131 -0.1093
C -4.742 1.155 -3.547 -2.1359 1.1360 -0.5229
O -3.810 0.456 -2.862 1.5431 -0.2713 0.3722
C -4.210 -0.742 -2.264 0.1268 0.0031 0.4101
C -4.837 -0.414 -0.889 0.7789 -1.6189 0.2553
N -4.008 0.410 -0.040 0.7676 -0.8772 0.9879
C -2.834 -0.366 0.497 -1.1076 0.3424 0.8851
C -1.820 0.609 1.094 -1.5995 1.6632 -1.1144
O -1.577 1.508 -0.063 0.0504 -0.1511 1.2398
C -0.995 2.716 0.379 0.2550 -0.1483 0.3232
H -5.243 0.565 -4.326 0.3023 0.0320 -0.2691
H -4.277 2.048 -3.931 0.3448 0.1096 -0.6167
H -5.579 1.577 -2.959 0.1582 -0.3573 0.4097
H -3.268 -1.346 -2.215 -0.9307 0.2795 0.1575
H -4.960 -1.235 -2.896 0.1498 -0.2563 0.0032
H -4.929 -1.420 -0.361 -0.5945 1.2253 -0.5124
H -5.792 0.090 -1.057 -0.1192 -0.3340 0.1602
H -3.641 1.197 -0.546 0.1315 0.1791 -0.2871
H -2.384 -0.960 -0.293 0.4705 -0.1313 -0.1090
H -3.203 -1.061 1.293 0.3037 0.5159 -0.5733
H -0.896 0.174 1.473 0.0081 -0.0462 -0.1368
H -2.323 1.279 1.879 0.6456 -1.1509 -0.7574
H -1.589 3.275 1.116 -0.4322 -0.2471 -0.0727
H -0.854 3.400 -0.475 0.3409 -0.4446 0.3233
H -0.088 2.419 0.920 0.3696 0.6649 -0.3114
C 4.041 3.266 -3.648 1.3147 -0.6757 1.8728
O 3.778 2.238 -2.641 1.1057 0.3299 -1.4400
C 2.945 2.664 -1.611 -0.9716 0.6139 -0.2664
C 2.114 1.497 -1.123 0.7850 -0.9337 -0.5977
N 1.246 0.927 -2.160 1.1121 -1.0807 1.6073
C 0.144 1.568 -2.766 -0.5760 0.8763 0.3214
C -0.748 0.582 -3.405 -1.4683 -2.5135 -0.2905
O -0.152 0.155 -4.667 0.2322 1.2852 1.5027
C -0.792 -0.897 -5.255 -1.8079 -1.3389 -0.6364
H 4.734 4.077 -3.227 -0.7519 -1.0923 -0.5962
H 3.099 3.711 -3.869 -0.7279 0.4843 -0.6549
H 4.501 2.752 -4.508 -0.2534 0.3979 0.3889
H 2.272 3.417 -2.048 -0.2038 0.0611 0.3692
H 3.485 3.139 -0.801 0.3153 0.1278 0.3476
H 1.531 1.776 -0.246 0.0634 -0.0466 0.0540
H 2.853 0.662 -0.846 -1.0959 1.0854 -0.1137
H 1.791 0.418 -2.809 0.5944 -0.3841 -0.8788
H 0.416 2.243 -3.560 0.2405 0.9556 -0.2621
H -0.421 2.050 -1.973 -0.0706 0.2975 -0.2332
H -1.803 0.898 -3.631 1.1238 0.1111 0.3727
H -0.841 -0.303 -2.655 0.0958 1.0046 -1.3065
H -0.566 -1.851 -4.743 -0.2042 0.1632 -0.1300
H -0.453 -0.979 -6.287 0.1514 -0.0187 -0.0071
H -1.942 -0.821 -5.319 1.4097 0.2131 0.3363
C -3.553 -4.272 -0.994 1.0255 -0.0569 0.1392
O -2.372 -4.654 -1.679 0.0768 -0.7194 -0.1224
C -1.233 -3.805 -1.651 -1.1264 -0.1787 -0.8571
C -0.054 -4.655 -2.061 -1.4399 0.6527 -0.0791
N 1.118 -3.861 -2.026 2.2420 0.5198 0.6585
C 1.611 -3.225 -3.245 -0.6408 0.7483 -0.4953
C 2.987 -2.665 -3.115 0.7028 0.8031 2.1879
O 3.449 -1.940 -4.227 0.1920 0.1063 0.4957
C 4.417 -0.971 -3.788 -0.0446 -0.2730 -1.1486
H -3.888 -3.346 -1.410 -0.4065 0.9264 0.0320
H -3.310 -4.159 0.087 -0.5887 -0.0985 -0.4761
H -4.345 -5.002 -1.215 0.5239 -0.0251 0.3826
H -1.053 -3.332 -0.708 -0.0287 0.1176 0.9695
H -1.344 -3.002 -2.379 -0.1940 0.3753 -0.1953
H -0.277 -5.036 -3.043 0.0245 -0.5613 -0.5489
H -0.061 -5.442 -1.338 0.5597 -0.7876 0.2742
H 1.866 -4.361 -1.534 -0.2497 0.4545 -0.4611
H 1.017 -2.357 -3.583 -0.3304 -0.3944 0.4819
H 1.619 -3.900 -4.063 -0.1597 -0.9374 -1.0405
H 3.684 -3.442 -2.842 0.5649 -0.7391 -0.1972
H 3.025 -2.021 -2.198 -0.3575 -0.1194 -0.5621
H 3.950 -0.052 -3.515 -0.6501 0.6434 0.6146
H 5.013 -0.703 -4.654 0.2999 -0.2769 -0.1512
H 5.062 -1.301 -2.975 -0.0130 -0.3337 -0.0253
C -2.827 -0.449 7.361 1.6271 1.5635 0.2761
O -1.944 -1.140 6.551 0.3544 -1.6665 -1.0223
C -1.558 -0.405 5.407 -0.0825 0.6610 -0.0666
C -0.841 -1.237 4.363 -1.9217 -0.5689 -0.6531
N -1.834 -1.950 3.515 0.7795 -0.9250 -1.9232
C -1.244 -3.023 2.572 0.1066 1.1536 2.9613
C -0.290 -3.957 3.280 -0.6717 0.3412 0.8584
O 0.980 -3.426 3.607 0.9999 -1.1012 -0.8688
C 2.026 -3.818 2.650 0.2603 2.0892 1.0557
H -2.216 0.411 7.810 -1.2718 -0.8059 -0.0273
H -3.225 -1.128 8.075 -0.0381 -0.4116 0.9144
H -3.653 -0.070 6.796 -0.6452 0.5681 -0.4474
H -0.847 0.338 5.755 0.0712 0.6918 -0.0254
H -2.475 0.078 5.012 0.5642 0.0036 -0.1947
H -0.204 -1.902 4.876 0.8426 -0.9626 0.8367
H -0.177 -0.687 3.692 -0.3259 0.4655 0.1253
H -2.625 -2.384 3.996 0.7266 0.3168 0.2723
H -0.731 -2.697 1.699 0.1302 1.2233 -0.8374
H -2.023 -3.683 2.288 -1.2087 -0.2961 -0.5198
H -0.254 -4.803 2.639 0.6986 -1.1567 -0.6157
H -0.804 -4.301 4.190 0.4280 0.1132 0.1155
H 1.851 -3.185 1.743 0.3791 -0.8882 0.3136
H 2.100 -4.891 2.461 -0.4472 0.0682 -0.0315
H 3.010 -3.500 3.132 -1.3133 -0.3345 -0.6690
O 0.813 -1.440 -0.570 -0.1140 0.2541 1.4888
H 0.795 -2.164 -1.192 0.2188 -0.5775 -0.4969
H 0.980 -0.608 -1.026 -0.2532 0.3176 -0.6378


(2)
16
Properties=species:S:1:pos:R:3:forces:R:3 method="wB97M-V/def2-TZVPD" molar_mass_g_mol=97.1 largest_force_ha_per_bohr=0.094 smiles=CCc1c[nH]c[nH+]1 charge=+1 homo_lumo_gap_ev=9.93
C 1.022 -1.453 -1.602 -1.1299 1.5830 -1.3476
C -0.364 -1.024 -0.873 0.2937 -3.3703 -0.3365
C -0.416 0.294 -0.160 2.3947 -0.5821 2.2930
C -1.474 0.832 0.510 -1.7198 -0.3589 0.1559
N -0.993 1.594 1.546 1.6850 1.0829 1.4874
C 0.373 1.608 1.614 -1.7804 -3.5910 -2.7036
N 0.774 0.760 0.586 0.3739 1.1742 0.3399
H 1.148 -0.610 -2.300 0.2579 -0.5912 -0.3928
H 0.996 -2.405 -2.171 -0.7637 0.6910 0.3099
H 2.006 -1.528 -1.142 -0.4267 0.2370 1.2966
H -0.489 -1.934 -0.091 -0.3262 2.4055 -1.4101
H -1.260 -1.072 -1.623 1.8545 -0.0649 1.2965
H -2.607 0.579 0.460 2.4071 0.6920 -0.1949
H -1.503 2.037 2.324 -0.1038 -0.3884 -0.9598
H 0.934 1.718 2.520 0.3104 0.9623 -0.0167
H 1.855 0.603 0.401 -3.3269 0.1190 0.1829


(3)
104
Properties=species:S:1:pos:R:3:forces:R:3 method="wB97M-V/def2-TZVPD" molar_mass_g_mol=1052.1 largest_force_ha_per_bohr=0.042 charge=+1 homo_lumo_gap_ev="3.30 / 3.28"
Pt -0.533 -1.515 -0.683 0.3680 -0.9014 -0.1079
C -2.883 0.420 7.296 0.0012 0.0064 0.0631
C -2.292 0.146 5.952 0.0646 -0.0248 -0.1035
C -1.901 1.195 5.123 0.0264 -0.0146 0.0734
C -1.361 0.950 3.878 0.0461 0.0257 -0.1211
C -1.195 -0.362 3.462 0.0967 0.0337 -0.2968
C -1.573 -1.424 4.265 0.1510 -0.2080 -0.1545
C -2.112 -1.163 5.510 -0.0107 0.1108 0.0186
S -0.614 -0.615 1.783 -0.6457 -0.4242 0.6056
O -0.518 -2.123 1.626 0.1406 -0.3407 0.9341
C 1.110 -0.184 2.009 0.3328 -0.6895 -0.2847
C 1.648 -0.373 3.259 -0.1481 0.1674 0.4820
C 2.988 -0.133 3.527 -0.1740 0.6359 -0.5521
C 3.728 0.644 2.607 0.2419 0.0337 -0.2682
C 4.857 1.363 3.028 -0.0094 -0.1200 0.1552
C 5.385 2.358 2.240 0.0913 0.0662 0.0545
C 4.767 2.669 1.037 0.0152 -0.1369 0.1853
C 3.689 1.923 0.579 -0.1706 -0.0739 -0.0209
C 3.189 0.864 1.313 0.0007 0.0558 0.2117
C 2.087 -0.072 0.877 -0.2371 0.9125 0.0603
C 1.731 -0.120 -0.663 -0.0541 0.7069 -0.5245
C 2.069 -2.424 -1.654 0.4241 -0.7954 -1.4002
C 2.689 -3.646 -1.374 -0.1883 0.2707 -0.0398
C 3.097 -4.488 -2.382 -0.0249 0.0411 -0.1957
C 2.911 -4.113 -3.710 0.1128 -0.1659 0.1920
C 2.272 -2.935 -4.003 -0.1394 0.1799 0.3681
C 1.798 -2.062 -2.999 0.4557 -0.7408 0.5414
C 0.997 -0.955 -3.431 -0.6941 1.3175 0.1726
C 0.287 -0.035 -2.701 0.7732 -0.2610 -1.3463
C 0.392 0.235 -1.291 -1.2985 -0.3615 0.7908
S -0.625 1.611 -0.595 0.4665 -0.0703 -2.0924
O -0.022 1.880 0.716 0.8220 0.5432 1.5195
C -0.111 2.981 -1.683 -0.3437 -0.2147 0.4188
C 0.956 3.789 -1.334 0.0392 -0.1010 -0.0056
C 1.217 4.935 -2.067 -0.0064 -0.0638 0.0026
C 0.402 5.304 -3.132 -0.0912 -0.1651 -0.0040
C 0.626 6.577 -3.885 0.0008 0.0926 0.0026
C -0.671 4.481 -3.460 0.1404 0.0208 0.0303
C -0.934 3.330 -2.742 -0.0260 -0.0344 -0.0108
H -3.191 1.458 7.378 -0.0554 0.0543 0.0715
H -2.152 0.218 8.078 0.0355 0.0008 0.1007
H -3.743 -0.220 7.478 -0.0884 -0.0208 0.0453
H -2.027 2.213 5.463 -0.0394 0.1076 0.0109
H -1.053 1.754 3.225 -0.0516 0.1922 -0.0798
H -1.428 -2.434 3.910 -0.0450 -0.0719 -0.0277
H -2.400 -1.983 6.150 -0.0698 -0.1006 0.0474
H 1.005 -0.680 4.067 -0.0728 -0.1147 0.0965
H 3.402 -0.357 4.498 0.0809 -0.1068 0.1501
H 5.265 1.158 4.006 0.0942 -0.0127 0.1153
H 6.240 2.923 2.575 0.0896 0.0426 0.0351
H 5.131 3.491 0.441 0.0109 0.1014 -0.0469
H 3.253 2.189 -0.367 -0.0283 0.0354 0.0294
H 2.854 -3.927 -0.346 0.0065 -0.0959 0.1517
H 3.568 -5.427 -2.141 0.0706 -0.1161 0.0451
H 3.256 -4.756 -4.503 0.0154 -0.0691 -0.1158
H 2.101 -2.671 -5.035 -0.0737 0.0986 -0.1155
H 0.856 -0.912 -4.503 -0.1187 0.0102 -0.0265
H -0.395 0.598 -3.256 -0.0039 -0.0067 -0.1041
H 1.550 3.530 -0.472 0.0525 0.0493 0.1825
H 2.049 5.566 -1.792 0.1068 0.0884 0.0342
H 1.674 6.863 -3.882 0.0725 0.0474 -0.0018
H 0.053 7.385 -3.428 0.0233 0.0428 -0.0220
H 0.295 6.478 -4.916 0.0007 0.0386 -0.0657
H -1.320 4.768 -4.273 -0.0979 -0.0155 -0.1342
H -1.789 2.724 -2.998 -0.1531 -0.0763 -0.0044
F 6.525 -2.529 -0.154 -0.1676 -0.0774 0.0925
C 6.144 -1.327 -0.608 0.4130 -0.2659 0.0698
F 6.653 -1.202 -1.837 -0.1767 0.0712 -0.1724
F 6.765 -0.413 0.164 -0.0148 0.2464 0.0949
C 4.650 -1.125 -0.556 -0.0635 -0.4470 0.5113
C 3.983 -1.754 0.426 0.6845 0.3881 -0.3780
C 2.534 -1.602 0.649 -0.1934 -0.3884 0.3914
N 1.728 -1.605 -0.573 -0.9735 0.1747 0.3134
C 2.874 0.331 -1.536 0.4728 -0.1999 -0.0950
C 4.114 -0.174 -1.507 -0.2994 0.3271 -0.2456
H 4.513 -2.397 1.109 0.1396 -0.1308 0.0034
H 2.171 -2.292 1.413 -0.0267 0.0847 -0.1459
H 2.628 1.070 -2.288 0.0174 0.0412 0.0129
H 4.828 0.213 -2.219 0.0029 0.0303 -0.1224
C -7.168 -1.688 1.493 -0.0629 -0.0037 0.0197
C -6.375 -2.716 1.977 -0.0917 0.0015 0.1142
C -5.069 -2.845 1.545 -0.0147 0.1786 -0.2497
C -4.542 -1.961 0.599 -0.5276 -0.3703 -0.0378
C -5.348 -0.924 0.127 0.0088 -0.0525 0.1297
C -6.650 -0.791 0.571 -0.0086 0.0059 0.0599
C -3.143 -2.100 0.213 0.0567 -0.0382 0.0330
C -2.548 -1.584 -0.874 1.1753 0.3942 0.3983
C -3.244 -1.177 -2.081 -0.6835 0.4216 -0.5163
C -4.106 -2.094 -2.706 0.3266 0.2716 0.2015
C -4.882 -1.705 -3.779 -0.0080 0.1795 -0.1549
C -4.807 -0.405 -4.261 -0.0008 -0.0694 -0.0086
C -3.943 0.504 -3.670 -0.0187 0.0490 -0.1066
C -3.164 0.125 -2.595 -0.0034 -0.5189 0.2375
H -8.183 -1.575 1.844 -0.1036 -0.0142 0.0197
H -6.770 -3.410 2.703 -0.0595 -0.0665 0.0635
H -4.447 -3.640 1.928 0.1004 -0.1173 0.0634
H -4.943 -0.203 -0.564 -0.0034 0.0525 -0.0860
H -7.257 0.024 0.210 -0.0735 0.0742 -0.0457
H -2.549 -2.631 0.954 0.0713 0.3595 0.0096
H -4.174 -3.099 -2.318 0.0079 -0.0796 0.0600
H -5.559 -2.409 -4.237 -0.0496 -0.0901 -0.0581
H -5.419 -0.103 -5.095 -0.0832 0.0414 -0.1097
H -3.892 1.518 -4.042 -0.0145 0.0880 -0.0428
H -2.530 0.835 -2.086 -0.0647 0.0329 -0.0486


(4)
12
Properties=species:S:1:pos:R:3:forces:R:3 method="wB97M-V/def2-TZVPD" molar_mass_g_mol=80.1 largest_force_ha_per_bohr=0.104 charge=+1 homo_lumo_gap_ev="7.59 / 7.59"
C 1.081 -1.093 -0.908 1.2438 -2.6944 4.4688
C 0.600 -0.212 -1.717 -1.1923 3.2236 -1.4292
C -0.895 1.824 -0.363 -0.5189 0.3014 -1.0720
C -0.248 -0.168 0.952 1.7440 0.9790 2.2912
C 0.666 -1.183 0.437 -0.9188 -2.2783 0.1634
N -0.158 0.965 0.194 0.7265 1.1255 -3.7250
H 1.721 -1.889 -1.195 0.5185 -0.6949 -0.9964
H -1.972 2.059 -0.177 0.7610 -0.3126 0.3696
H -0.441 2.335 -1.263 -0.5074 -0.1624 1.3056
H -1.223 -0.573 0.932 -1.4661 -0.9610 0.6126
H 0.129 0.076 1.978 -0.7550 -0.4415 -0.2035
H 0.741 -2.142 1.128 0.3647 1.9156 -1.7852


(5)
47
Properties=species:S:1:pos:R:3:forces:R:3 method="wB97M-V/def2-TZVPD" molar_mass_g_mol=577.5 largest_force_ha_per_bohr=0.069 multiplicity=3 charge=0 homo_lumo_gap_ev="4.94 / 7.04"
O -0.259 2.953 0.785 -0.8840 1.3754 1.0251
H 0.017 3.831 1.105 -0.5988 -0.4454 -0.3752
Pt 0.238 0.065 0.045 -0.6838 -0.4949 0.9270
N -0.742 -0.342 -1.631 0.4211 -0.5527 -0.1701
N 1.303 -1.396 -0.844 1.9037 -0.8161 -1.0356
O -1.837 0.339 -2.036 -1.0722 0.9788 -0.1582
O 2.327 -2.110 -0.268 1.2227 -0.4253 1.2074
C -0.254 -1.261 -2.490 0.5816 0.7949 0.6234
C 0.963 -1.820 -2.070 -0.2750 0.0466 1.0976
C -1.000 -1.619 -3.706 -0.0810 -0.2782 -0.8402
C 1.816 -2.824 -2.753 -0.0663 -0.6018 -0.7010
H -1.798 -0.896 -3.910 0.3213 -0.2498 0.0546
H -1.446 -2.620 -3.587 0.0284 0.2306 -0.1590
H -0.312 -1.660 -4.562 -0.2850 -0.0498 0.0721
H 2.505 -3.310 -2.041 -0.4420 0.2751 -0.4974
H 2.403 -2.356 -3.565 -0.1289 -0.1484 0.3373
H 1.179 -3.581 -3.228 0.2424 -0.0004 0.0417
H -1.851 1.319 -1.521 0.0893 -0.4881 -0.3748
H 2.791 -1.550 0.466 -1.3685 -0.6126 -1.6202
O -0.624 -2.349 1.259 -0.5263 -0.6122 -0.4162
H -1.561 -2.119 1.121 0.5387 -0.1477 0.0842
H -0.421 -3.011 0.567 -0.0737 0.5473 0.4675
C 1.319 1.594 -0.706 0.8812 0.9527 -1.4401
H 0.806 2.505 -0.299 0.7570 -0.9253 -0.4795
H 1.275 1.560 -1.809 0.2867 -0.1199 0.2974
H 2.374 1.588 -0.374 -0.1890 -0.1850 -0.1840
O -1.983 2.512 -0.917 0.4089 0.6705 -0.2028
H -1.182 2.768 -0.133 0.1249 0.2796 0.5776
H -1.800 3.188 -1.590 -0.2240 -0.3152 0.1808
N -3.448 0.041 0.196 -0.1184 -0.7949 -0.5919
C -2.722 0.630 1.144 1.2465 0.7057 1.5431
N -1.413 0.502 1.364 -2.4700 -0.6076 -0.2177
C -1.020 1.026 2.569 -3.3239 1.2366 0.4058
C -2.033 1.682 3.244 1.9583 -0.7664 0.0668
S -3.489 1.583 2.376 -0.3839 0.0758 -0.1184
C 0.321 0.790 2.926 2.2921 -0.3351 1.0380
C 1.012 0.944 4.107 -0.9337 -0.2342 -0.6608
S 2.625 0.401 3.925 0.0831 0.4495 -0.0575
C 2.363 0.097 2.258 -1.3186 -0.3916 0.4584
N 1.092 0.238 1.923 1.6892 0.9432 -0.5540
N 3.346 -0.394 1.390 0.8681 0.8169 0.3775
H -4.407 0.333 0.067 0.3217 0.0065 -0.0578
H -2.953 -0.333 -0.620 -0.2156 0.5246 0.0119
H -1.912 2.192 4.188 -0.2717 0.0416 -0.1309
H 0.582 1.276 5.042 0.2897 -0.0895 -0.0402
H 4.169 -0.715 1.901 -0.2252 0.1549 -0.1650
H 3.643 0.305 0.690 -0.3972 -0.4186 0.3536